# 1
Computed, not measured: one molecule with the formula C6H10O, with ωB97M-V/def2-TZVPD.

## Properties
DFT total energy in hartree: -309.77994
HOMO level in eV: -9.84
2S+1: 1
SMILES: C[C@H]1C[C@]2(CO2)C1

Each line ends with the Mulliken charge.
Geometry (Å):
C -2.270 -0.212 0.059  -1.49
C -0.849 0.112 -0.316  0.46
C 0.209 -0.994 -0.171  -0.90
C 1.167 0.142 0.216  0.75
C 2.417 0.232 -0.523  -0.49
O 2.394 -0.016 0.885  -0.56
C -0.012 1.020 0.609  -0.71
H -2.288 -0.676 1.051  0.34
H -2.883 0.694 0.081  0.35
H -2.706 -0.917 -0.656  0.36
H -0.782 0.512 -1.335  0.23
H 0.024 -1.679 0.661  0.25
H 0.386 -1.592 -1.077  0.35
H 2.495 -0.681 -1.109  0.22
H 2.965 1.113 -0.854  0.27
H -0.042 2.103 0.455  0.33
H -0.256 0.800 1.658  0.24

=====

# 2
Computed, not measured: a 2-piece molecular cluster, C6H10O overall, with ωB97M-V/def2-TZVPD.

## Properties
DFT total energy in hartree: -309.66956
HOMO level in eV: -8.41
2S+1: 1

Each line ends with the Mulliken charge.
Geometry (Å):
C 2.188 -1.330 -0.711  -0.48
C 0.501 0.437 0.837  -0.41
C -0.038 1.679 0.111  -0.62
C -1.446 1.297 -0.259  -0.18
C -1.730 0.029 0.043  -0.86
C -0.521 -0.678 0.610  0.25
O 0.019 -1.650 -0.345  -0.60
H 1.928 -1.556 -1.761  0.18
H 1.448 0.096 0.391  0.07
H 2.312 -2.317 -0.232  0.18
H 0.675 0.609 1.901  0.32
H 0.549 1.923 -0.787  0.28
H -0.007 2.564 0.754  0.29
H -2.135 1.995 -0.729  0.42
H -2.690 -0.459 -0.119  0.44
H -0.744 -1.262 1.509  0.31
H -0.309 -1.377 -1.214  0.42

=====

# 3
Computed, not measured: one molecule with the formula C6H10O, with ωB97M-V/def2-TZVPD.

## Properties
DFT total energy in hartree: -309.79892
HOMO level in eV: -9.21
2S+1: 1
SMILES: C=C1CC(CO)C1

Each line ends with the Mulliken charge.
Geometry (Å):
C 2.503 0.196 -0.151  -0.88
C 1.197 0.180 -0.371  0.46
C 0.087 1.195 -0.158  -0.92
C -0.941 0.087 -0.518  0.43
C -1.757 -0.427 0.661  -0.95
O -0.951 -0.886 1.733  -0.53
C 0.229 -0.851 -0.924  -0.80
H 3.126 -0.665 -0.384  0.26
H 2.992 1.070 0.273  0.26
H 0.123 2.015 -0.885  0.27
H 0.001 1.634 0.845  0.29
H -1.625 0.350 -1.333  0.49
H -2.458 0.352 0.998  0.35
H -2.353 -1.291 0.344  0.35
H -0.741 -0.141 2.309  0.31
H 0.236 -1.829 -0.431  0.31
H 0.331 -0.990 -2.006  0.27

=====

# 4
Computed, not measured: one molecule with the formula C6H10O at a distorted geometry, with ωB97M-V/def2-TZVPD.

## Properties
DFT total energy in hartree: -309.78161
HOMO level in eV: -9.36
2S+1: 1
SMILES: O[C@@H]1C=CCCC1

Each line ends with the Mulliken charge.
Geometry (Å):
O 1.163 -0.799 1.318  -0.56
C 1.305 -0.525 -0.088  -0.08
C 1.162 0.942 -0.400  -0.56
C -0.031 1.518 -0.245  -0.31
C -1.298 0.756 0.090  -0.53
C -1.061 -0.726 0.448  -0.68
C 0.108 -1.234 -0.688  -0.73
H 1.053 0.020 1.806  0.36
H 2.295 -0.915 -0.331  0.39
H 2.019 1.507 -0.760  0.38
H -0.133 2.589 -0.411  0.38
H -1.928 0.747 -0.804  0.28
H -1.852 1.335 0.847  0.39
H -1.002 -0.751 1.569  0.28
H -1.897 -1.377 0.258  0.38
H 0.335 -2.303 -0.905  0.30
H -0.159 -0.829 -1.690  0.30

=====

# 5
Computed, not measured: a 2-piece molecular cluster, C6H10O overall, with ωB97M-V/def2-TZVPD.

## Properties
DFT total energy in hartree: -309.70698
HOMO level in eV: -8.34
2S+1: 1

Each line ends with the Mulliken charge.
Geometry (Å):
C -2.106 -0.638 0.322  -1.23
C -0.909 -0.130 -0.450  0.08
O -0.583 1.215 0.078  -0.11
C 0.682 1.455 0.301  -0.63
C 1.414 0.184 0.018  0.17
C 1.025 -0.859 1.041  -0.82
C 0.393 -0.877 -0.312  -0.11
H -2.935 0.073 0.244  0.36
H -1.856 -0.766 1.379  0.29
H -2.433 -1.601 -0.080  0.35
H -1.165 0.011 -1.508  0.34
H 1.712 2.779 -1.774  0.12
H 1.507 2.761 -1.054  -0.12
H 2.427 0.208 -0.371  0.44
H 0.449 -0.513 1.898  0.20
H 1.767 -1.617 1.272  0.28
H 0.611 -1.685 -1.004  0.41

=====

# 6
Computed, not measured: a 2-piece molecular cluster, C6H10O overall, with ωB97M-V/def2-TZVPD.

## Properties
DFT total energy in hartree: -309.79135
HOMO level in eV: -7.75
2S+1: 1
SMILES: OC1=CC=CCC1.[H][H]

Each line ends with the Mulliken charge.
Geometry (Å):
O -2.112 1.476 0.482  -0.55
C -1.014 0.666 0.464  0.58
C -1.023 -0.504 1.109  -0.44
C 0.131 -1.401 1.010  -0.04
C 1.244 -1.060 0.355  -0.81
C 1.443 0.308 -0.248  -0.72
C 0.171 1.188 -0.308  -0.82
H -2.013 2.153 -0.200  0.32
H -1.913 -0.814 1.646  0.37
H 0.042 -2.391 1.452  0.33
H 2.069 -1.763 0.263  0.34
H 2.218 0.825 0.334  0.35
H 1.861 0.206 -1.257  0.31
H 0.398 2.192 0.076  0.35
H -0.145 1.335 -1.352  0.43
H -0.960 -0.996 -2.034  0.14
H -0.408 -1.348 -1.678  -0.13

=====

# 7
Computed, not measured: one molecule with the formula C6H10O, with ωB97M-V/def2-TZVPD.

## Properties
DFT total energy in hartree: -309.64511
HOMO level in eV: -8.77
2S+1: 1

Each line ends with the Mulliken charge.
Geometry (Å):
C 1.422 -1.395 0.435  -0.54
C 1.733 -0.777 -0.887  -0.74
C 1.270 0.092 0.279  -0.28
C -0.137 0.687 0.312  0.18
C -0.677 0.499 -1.081  -0.58
C -2.307 0.380 0.829  -0.73
O -1.003 -0.005 1.199  -0.37
H 0.500 -1.961 0.527  0.19
H 2.245 -1.753 1.049  0.28
H 2.771 -0.675 -1.191  0.29
H 1.033 -0.963 -1.695  0.33
H 2.041 0.705 0.741  0.41
H -0.061 1.733 0.664  0.46
H -0.653 1.480 -1.599  0.17
H -2.417 0.242 -0.269  0.35
H -2.511 1.435 1.074  0.29
H -3.031 -0.276 1.310  0.28

=====

# 8
Computed, not measured: one molecule with the formula C6H10O at a distorted geometry, with ωB97M-V/def2-TZVPD.

## Properties
DFT total energy in hartree: -309.79840
HOMO level in eV: -9.75
2S+1: 1
SMILES: C=CCCCC=O

Each line ends with the Mulliken charge.
Geometry (Å):
C 0.797 -2.676 0.745  -0.75
C 0.107 -1.558 0.932  -0.10
C 0.730 -0.185 0.739  -0.70
C -0.307 0.911 0.522  -0.98
C -0.984 0.892 -0.860  -0.40
C -0.399 1.977 -1.725  -0.07
O -1.002 2.644 -2.525  -0.48
H 1.804 -2.543 0.361  0.23
H 0.499 -3.678 1.001  0.29
H -0.968 -1.501 0.951  0.31
H 1.328 -0.228 -0.176  0.33
H 1.417 0.018 1.538  0.47
H -1.054 0.801 1.308  0.40
H 0.068 1.903 0.794  0.47
H -2.056 0.995 -0.733  0.28
H -0.639 -0.021 -1.359  0.34
H 0.659 2.249 -1.513  0.36

=====

# 9
Computed, not measured: C6H10O as an isolated structure at a distorted geometry, with ωB97M-V/def2-TZVPD.

## Properties
DFT total energy in hartree: -309.67203
HOMO level in eV: -9.44
2S+1: 1

Each line ends with the Mulliken charge.
Geometry (Å):
C 2.012 0.513 -0.024  -1.17
C 0.666 -0.068 -0.092  0.67
C -0.162 -1.460 0.318  -0.61
C -0.977 -0.883 -0.838  -0.06
C -1.643 0.311 -0.121  -0.66
C -0.351 0.793 0.588  -0.51
O 0.191 -0.288 -1.427  -0.48
H 2.739 0.113 -0.764  0.33
H 2.438 0.587 0.976  0.32
H 1.351 1.887 -0.070  0.15
H -0.720 -1.651 1.258  0.25
H 0.506 -2.273 0.079  0.30
H -1.544 -1.486 -1.554  0.43
H -2.466 -0.006 0.532  0.31
H -1.986 1.079 -0.814  0.33
H 0.254 2.063 0.268  0.12
H -0.309 0.770 1.684  0.31

=====

# 10
Computed, not measured: a 2-piece molecular cluster, C6H10O overall, with ωB97M-V/def2-TZVPD.

## Properties
DFT total energy in hartree: -309.66461
HOMO level in eV: -9.17
2S+1: 1

Each line ends with the Mulliken charge.
Geometry (Å):
C -1.394 -2.501 -0.662  -0.49
C -0.808 -0.009 -0.577  -0.92
C -1.114 0.488 0.625  -0.20
C 0.033 1.254 1.237  -0.57
C 1.056 1.334 0.084  -0.74
C 0.642 0.248 -0.932  0.12
O 1.419 -0.940 -0.829  -0.59
H -1.202 -2.487 0.434  0.19
H -0.368 -2.628 -1.073  0.24
H -1.497 -0.586 -1.210  0.61
H -2.070 0.354 1.125  0.42
H 0.420 0.722 2.117  0.25
H -0.276 2.245 1.588  0.34
H 1.006 2.321 -0.389  0.31
H 2.090 1.173 0.403  0.31
H 0.784 0.576 -1.965  0.35
H 1.248 -1.311 0.048  0.37

=====

Please write out number 4 again, unchanged.
Computed, not measured: one molecule with the formula C6H10O at a distorted geometry, with ωB97M-V/def2-TZVPD.

## Properties
DFT total energy in hartree: -309.78161
HOMO level in eV: -9.36
2S+1: 1
SMILES: O[C@@H]1C=CCCC1

Each line ends with the Mulliken charge.
Geometry (Å):
O 1.163 -0.799 1.318  -0.56
C 1.305 -0.525 -0.088  -0.08
C 1.162 0.942 -0.400  -0.56
C -0.031 1.518 -0.245  -0.31
C -1.298 0.756 0.090  -0.53
C -1.061 -0.726 0.448  -0.68
C 0.108 -1.234 -0.688  -0.73
H 1.053 0.020 1.806  0.36
H 2.295 -0.915 -0.331  0.39
H 2.019 1.507 -0.760  0.38
H -0.133 2.589 -0.411  0.38
H -1.928 0.747 -0.804  0.28
H -1.852 1.335 0.847  0.39
H -1.002 -0.751 1.569  0.28
H -1.897 -1.377 0.258  0.38
H 0.335 -2.303 -0.905  0.30
H -0.159 -0.829 -1.690  0.30

=====

- What is the HOMO level in the fifth record?
  -8.34 eV